DFT (ωB97M-V with the def2-TZVPD basis set) results for a 15-piece molecular cluster, H29O15 overall at a distorted geometry.

The geometry in ORCA input format:
```
! wB97M-V def2-TZVPD RIJCOSX def2/J DEFGRID3
* xyz -1 1
O -3.1513 -0.3804 1.5201
H -3.4988 -1.1871 1.4978
H 0.2976 1.2489 3.7378
O 0.6709 -0.6719 1.5461
H 0.3201 -0.6896 0.7149
H 1.4837 -0.4287 1.8063
O 0.7060 1.2634 2.9032
H -1.6931 -3.4281 0.4536
H -2.2188 -1.2162 -1.7306
O 4.1993 2.3977 -0.0638
H 1.3841 -3.9266 -1.4446
H 4.1285 2.8625 -0.8541
O 0.9761 -3.2022 3.0291
H 0.5963 -3.7473 2.3089
H 4.6391 -0.3837 -1.3575
O -2.0997 4.7583 -1.9603
H -0.3560 0.1856 -5.2762
H -2.8618 4.3050 -1.7005
O -0.7706 -3.5473 0.2872
H 1.0563 -2.2524 2.6206
H -0.3833 -2.6986 0.3118
O 0.6760 -0.6410 -0.8760
H -0.9743 -1.2826 -0.9556
H -2.4602 -0.3721 0.7148
O 0.9420 -4.5687 -2.1617
H 0.1669 -4.7028 -1.6688
H 0.0950 0.7526 2.1796
O 0.2188 0.7910 -4.7986
H 3.3243 2.1766 0.1177
O -2.4110 1.2548 3.7365
H -2.9612 2.0048 3.3664
H 1.1659 0.6108 -5.1132
O 1.8484 1.6636 -0.0663
H 2.0009 0.9053 0.4311
H 1.3961 1.2251 -0.9257
O 5.2171 0.2860 -1.7325
H 5.0858 1.0676 -1.2742
H 1.0756 -0.3627 -1.6909
O -1.8729 -0.7999 -0.9035
H -1.3634 4.6656 -1.2616
H -1.7802 1.6812 4.5064
O -4.3336 1.8058 -0.1071
H -4.8108 1.5002 0.6098
H -3.6697 1.0774 -0.4768
*
```

Summary:
Lowest unoccupied orbital energy   2.480 eV
Max |F|   7.10 eV Å⁻¹

Löwdin atomic charge list, values in e, 5 entries: O -0.07; H -0.06; H -0.03; O -0.03; H -0.06